# 1
{
  "formula": "C33H46CrN5O6PS",
  "method": "ωB97M-V with the def2-TZVPD basis set",
  "elements": ["Cr", "O", "C", "C", "C", "C", "C", "C", "C", "C", "N", "H", "H", "H", "H", "H", "H", "H", "H", "H", "H", "H", "C", "O", "C", "C", "C", "C", "C", "C", "N", "C", "C", "C", "C", "C", "C", "C", "O", "H", "H", "H", "H", "H", "H", "H", "H", "H", "H", "H", "H", "H", "C", "N", "C", "C", "O", "H", "H", "H", "H", "H", "H", "H", "N", "C", "P", "O", "O", "C", "N", "H", "H", "H", "H", "H", "H", "H", "H", "H", "H", "S", "C", "C", "C", "C", "C", "C", "H", "H", "H", "H", "H"],
  "xyz": [[0.71297, 0.01923, 0.16350], [1.85275, -0.81015, 1.76439], [1.82982, -0.46451, 3.17030], [2.57399, 0.81619, 3.47767], [2.17156, 1.96736, 2.54734], [0.68867, 2.15199, 2.38234], [-0.00266, 2.91714, 3.31577], [-1.34295, 3.19420, 3.14023], [-1.97314, 2.70652, 2.00389], [-1.25385, 1.91634, 1.13536], [0.04639, 1.60814, 1.32141], [2.75428, -1.03927, 1.46912], [2.23066, -1.30357, 3.73905], [0.77487, -0.36001, 3.42250], [3.64989, 0.65705, 3.38135], [2.38314, 1.06652, 4.52350], [2.61611, 1.79981, 1.57389], [2.58430, 2.90024, 2.93146], [0.53943, 3.32343, 4.15943], [-1.88042, 3.79775, 3.85963], [-3.00663, 2.93191, 1.79073], [-1.71272, 1.50430, 0.24633], [-5.51200, -1.86097, 1.22912], [-4.40974, -1.64078, 0.34124], [-4.33396, -0.43137, -0.27501], [-5.11608, 0.67132, 0.03186], [-4.96300, 1.84207, -0.69996], [-4.03982, 1.92377, -1.73342], [-3.26938, 0.82095, -2.05736], [-3.41288, -0.35009, -1.32827], [-2.82607, -1.58786, -1.69975], [-1.89234, -1.89369, -2.54807], [-0.91477, -1.06547, -3.18287], [-0.56810, -1.42163, -4.50564], [0.28987, -0.64987, -5.24620], [0.83604, 0.49840, -4.66016], [0.58526, 0.81776, -3.34172], [-0.26156, 0.02455, -2.55747], [-0.44757, 0.27513, -1.26676], [-6.46099, -1.69946, 0.71794], [-5.44536, -1.20492, 2.09814], [-5.44278, -2.89792, 1.54279], [-5.86048, 0.61849, 0.81266], [-5.58940, 2.69375, -0.47053], [-3.94195, 2.83414, -2.30723], [-2.59636, 0.86280, -2.90171], [-3.35372, -2.36702, -1.31422], [-1.91504, -2.93728, -2.85150], [-1.04839, -2.28224, -4.95724], [0.51038, -0.90185, -6.27362], [1.47281, 1.14595, -5.25016], [1.02086, 1.70026, -2.89507], [-2.34207, -1.83177, 4.28960], [-1.73594, -2.04611, 2.97858], [-1.61417, -3.42401, 2.53126], [-1.32093, -1.03629, 2.24114], [-0.78396, -1.14457, 1.11967], [-3.39227, -2.12239, 4.27595], [-2.26410, -0.78317, 4.56832], [-1.82337, -2.43455, 5.03410], [-2.57284, -3.92845, 2.64633], [-0.87146, -3.95039, 3.13286], [-1.32427, -3.42705, 1.48427], [-1.51252, -0.05265, 2.68505], [4.74261, -0.81364, -2.19836], [3.57090, -1.66011, -2.56933], [2.80728, -2.26248, -0.99945], [3.80269, -2.04817, 0.08532], [1.37156, -1.81933, -0.78177], [2.56997, -4.07189, -1.29355], [1.67155, -4.51564, -0.17211], [5.34114, -1.29812, -1.52195], [4.35191, 0.02055, -1.70124], [5.29162, -0.51960, -3.00698], [3.90834, -2.49891, -3.17806], [2.86631, -1.05050, -3.13489], [3.50076, -4.63284, -1.25136], [2.05751, -4.26207, -2.23538], [0.97822, -3.75891, -0.03877], [2.20399, -4.60697, 0.69684], [1.20648, -5.40489, -0.35906], [2.60525, 0.95031, -0.70783], [2.61531, 2.72112, -0.83250], [3.84041, 3.38003, -0.78867], [3.88439, 4.76093, -0.90838], [2.71121, 5.48572, -1.06769], [1.49033, 4.82766, -1.10002], [1.43587, 3.44572, -0.98283], [4.75641, 2.81954, -0.64489], [4.83726, 5.27127, -0.86964], [2.74894, 6.56197, -1.16445], [0.57617, 5.39292, -1.22496], [0.48363, 2.93021, -1.00417]],
  "forces_ev_per_angstrom": [[0.4, -0.4, -0.7], [-0.2, 0.2, -0.1], [0.0, 0.0, 0.1], [0.0, 0.0, -0.1], [0.0, -0.1, 0.1], [0.0, 0.0, -0.1], [0.0, 0.1, 0.0], [0.0, 0.0, 0.0], [0.0, 0.0, -0.1], [0.0, 0.1, 0.0], [-0.1, 0.0, 0.3], [0.0, 0.0, -0.1], [0.0, 0.0, 0.0], [0.0, 0.0, 0.0], [0.0, 0.0, 0.1], [0.0, 0.0, 0.0], [0.0, 0.1, 0.0], [0.0, 0.0, 0.0], [0.0, 0.0, 0.0], [0.0, 0.0, 0.0], [-0.1, 0.0, 0.0], [0.0, -0.1, 0.0], [-0.1, 0.0, 0.0], [0.0, 0.0, 0.0], [0.0, 0.0, 0.0], [0.0, 0.0, 0.0], [0.0, 0.0, 0.0], [0.0, 0.0, 0.0], [0.0, 0.0, 0.0], [0.0, 0.1, 0.1], [0.0, 0.0, -0.1], [0.0, -0.1, 0.0], [0.2, 0.1, 0.0], [-0.1, 0.0, 0.0], [0.0, 0.1, 0.0], [0.0, -0.1, -0.1], [-0.1, 0.1, 0.1], [0.1, -0.1, -0.2], [0.2, 0.1, 0.5], [0.0, 0.0, 0.0], [0.0, 0.0, 0.0], [0.0, 0.0, 0.0], [0.0, 0.0, 0.0], [0.0, 0.0, 0.0], [0.0, 0.0, 0.0], [0.0, 0.0, 0.0], [0.0, 0.0, 0.0], [0.0, 0.0, 0.1], [0.0, 0.0, 0.0], [0.0, 0.0, 0.0], [0.0, 0.0, 0.0], [0.0, 0.0, 0.0], [0.0, 0.0, 0.0], [0.0, 0.0, 0.0], [0.0, 0.0, 0.0], [-0.2, 0.1, -0.1], [0.2, -0.1, 0.1], [0.0, 0.0, 0.0], [0.0, 0.0, 0.0], [0.0, 0.0, 0.0], [0.0, 0.0, 0.0], [0.0, 0.0, 0.0], [0.0, 0.0, 0.0], [0.1, 0.0, 0.0], [0.0, 0.0, 0.1], [-0.1, 0.0, 0.1], [-0.1, 0.0, 0.0], [0.0, 0.0, 0.0], [-0.1, 0.1, 0.0], [0.0, 0.1, 0.0], [0.0, 0.1, 0.0], [0.0, 0.0, 0.0], [0.0, 0.1, 0.0], [0.0, 0.0, 0.0], [0.0, 0.0, 0.0], [0.0, 0.0, 0.0], [0.0, 0.0, 0.0], [0.0, 0.0, 0.0], [0.0, -0.1, 0.0], [0.0, 0.0, 0.0], [0.0, 0.0, 0.0], [-0.1, -0.1, 0.0], [-0.1, 0.0, 0.0], [0.0, 0.0, 0.0], [0.0, 0.0, 0.0], [0.0, 0.0, 0.0], [0.0, 0.0, 0.0], [0.0, 0.0, 0.0], [0.0, 0.0, 0.0], [0.0, 0.0, 0.0], [0.0, 0.0, 0.0], [0.0, 0.0, 0.0], [0.0, 0.0, 0.0]],
  "orbital_gap_ev": [6.6, 6.8],
  "e_above_lowest_kcal_mol": 2.0,
  "s2": 0.773,
  "charge": 3,
  "spin_multiplicity": 2
}


# 2
{
  "formula": "C33H46IrNP3",
  "method": "ωB97M-V with the def2-TZVPD basis set",
  "elements": ["P", "P", "C", "C", "H", "H", "H", "H", "C", "H", "H", "H", "C", "H", "H", "H", "C", "H", "H", "H", "C", "H", "H", "H", "Ir", "C", "C", "C", "C", "C", "C", "C", "C", "C", "H", "H", "H", "H", "H", "H", "H", "H", "H", "H", "H", "H", "H", "H", "H", "N", "P", "C", "C", "C", "C", "C", "C", "C", "C", "C", "C", "C", "C", "C", "C", "C", "C", "C", "C", "H", "H", "H", "H", "H", "H", "H", "H", "H", "H", "H", "H", "H", "H", "H"],
  "xyz": [[-0.29051, -1.95596, -2.04166], [0.10781, 1.51372, -4.10794], [-0.64522, -1.31260, -4.29980], [0.11413, -0.18013, -4.92257], [-1.73461, -1.22448, -4.42300], [-0.35282, -2.24586, -4.79623], [1.18633, -0.43958, -4.93459], [-0.19377, -0.02525, -5.96649], [-0.81833, 2.48620, -5.37789], [-1.25850, 3.40300, -4.97242], [-1.60225, 1.88253, -5.84394], [-0.10698, 2.77699, -6.16047], [1.81633, 2.11985, -4.38664], [1.97778, 2.29965, -5.45576], [2.55281, 1.38358, -4.04042], [1.98411, 3.05912, -3.84290], [-1.69514, -3.10511, -2.28517], [-1.80077, -3.73012, -1.39015], [-1.49151, -3.72233, -3.16112], [-2.61483, -2.54125, -2.44209], [1.13686, -2.80053, -2.85229], [1.89971, -2.06869, -3.11552], [0.80226, -3.32054, -3.74950], [1.55795, -3.54551, -2.17775], [0.20739, -2.65874, 0.00057], [-0.43127, 3.17528, -2.64700], [-1.79932, 2.99579, -2.46334], [-2.62197, 1.87758, -2.94849], [-2.21825, 0.46207, -2.47163], [-0.83271, 0.22642, -2.01286], [0.45477, 0.78365, -2.55803], [1.14691, 1.64093, -1.48433], [0.34211, 2.92658, -1.34453], [1.02073, -4.46524, -0.00736], [-0.12171, 4.09339, -3.17191], [-2.36020, 3.75567, -1.89431], [-2.73444, 1.88007, -4.05098], [-3.63653, 2.06448, -2.54199], [-2.84451, 0.23865, -1.59384], [-2.54836, -0.26384, -3.22411], [-0.78177, 0.16227, -0.91052], [1.18557, -0.02597, -2.78712], [2.19475, 1.82691, -1.76356], [1.15551, 1.08653, -0.54117], [-0.38832, 2.80334, -0.52698], [0.96509, 3.77750, -1.07480], [2.07783, -4.25495, -0.21493], [0.61109, -5.12030, -0.78682], [0.91281, -4.91712, 0.98880], [0.20596, -1.49704, 1.32605], [0.31396, -0.55189, 2.76254], [-0.99152, -1.32622, 3.70805], [-0.75334, -2.53886, 4.37106], [-1.78718, -3.12659, 5.10594], [-3.06182, -2.54643, 5.11277], [-3.32080, -1.40483, 4.34995], [-2.29649, -0.79891, 3.62211], [1.87769, -0.81847, 3.63759], [3.10362, -0.73176, 2.94187], [4.30907, -0.76722, 3.64789], [4.31898, -0.90372, 5.04232], [3.10620, -0.99352, 5.73765], [1.89423, -0.93648, 5.04490], [0.02888, 1.23641, 3.02012], [-0.52079, 1.70849, 4.23852], [-0.75454, 3.06890, 4.44585], [-0.43414, 3.99865, 3.45001], [0.20058, 3.55247, 2.27950], [0.48914, 2.19788, 2.10420], [0.23296, -3.00616, 4.33928], [-1.58247, -4.02543, 5.68751], [-3.85844, -2.99409, 5.71021], [-4.31820, -0.95952, 4.33263], [-2.49368, 0.08517, 3.01805], [3.09083, -0.63499, 1.85791], [5.25326, -0.68033, 3.10207], [5.26559, -0.93103, 5.58266], [3.10859, -1.10112, 6.82572], [0.96661, -0.98976, 5.60929], [-0.78347, 1.01745, 5.03670], [-1.19864, 3.41986, 5.38522], [-0.65993, 5.06021, 3.58052], [0.48142, 4.27179, 1.50496], [1.08181, 1.86941, 1.25592]],
  "forces_ev_per_angstrom": [[-1.2, -0.6, -0.7], [2.9, 0.5, -3.0], [-0.9, -0.2, -1.7], [0.5, 0.5, -0.2], [0.5, 0.0, 0.4], [0.0, 0.2, 0.5], [-0.3, 0.1, -0.1], [0.0, -0.2, 0.1], [-1.0, 0.6, 0.0], [0.1, -0.3, -0.2], [0.1, 0.1, 0.2], [0.1, -0.3, 0.3], [0.1, 0.1, -0.6], [0.1, 0.0, 0.3], [-0.2, 0.2, -0.1], [-0.1, -0.2, -0.2], [-0.3, 0.2, -0.3], [-0.1, 0.2, -0.4], [-0.1, 0.0, 0.0], [-0.1, -0.1, 0.0], [0.3, 0.2, -0.5], [0.2, -0.1, -0.1], [0.1, 0.1, 0.1], [0.0, 0.3, 0.0], [0.2, 1.3, 0.3], [1.8, 1.7, 1.2], [-2.8, 0.3, 0.2], [-1.2, -0.1, -0.1], [-1.4, -0.5, 0.3], [1.5, -3.2, 2.1], [0.2, -1.0, 3.3], [0.2, 0.1, -0.5], [0.0, 0.1, 0.1], [0.4, -1.1, -0.4], [0.1, -0.5, -0.2], [0.5, -0.1, -0.2], [0.0, 0.1, 0.5], [0.4, -0.3, -0.5], [0.2, 0.0, -0.3], [0.1, 0.3, 0.2], [-0.1, 0.4, -0.5], [-0.6, 0.6, -0.3], [-0.4, 0.0, 0.1], [0.1, -0.1, -0.3], [0.2, 0.1, -0.3], [0.1, 0.1, -0.1], [0.0, -0.4, 0.1], [0.1, -0.2, 0.3], [0.0, 0.0, -0.3], [0.5, 3.8, 3.4], [-0.4, -2.1, -0.3], [-0.6, -0.2, -0.1], [-0.4, 0.2, 0.2], [0.0, 0.2, -0.2], [0.2, 0.0, 0.0], [0.0, 0.1, -0.1], [0.3, -0.4, 0.5], [0.8, 0.0, 0.1], [-0.4, -0.1, 0.5], [0.0, 0.0, 0.0], [-0.4, 0.0, -0.3], [0.2, 0.0, -0.3], [0.2, 0.1, -0.3], [0.2, 1.0, -0.2], [-0.1, -0.3, -0.3], [0.2, 0.2, -0.2], [0.1, -0.4, -0.3], [0.0, 0.1, 0.3], [-0.5, -0.2, 0.1], [-0.3, 0.2, 0.1], [-0.1, 0.2, -0.2], [0.3, 0.1, -0.2], [0.3, -0.3, 0.0], [0.0, -0.1, 0.2], [0.1, 0.0, 0.1], [-0.4, -0.1, 0.2], [-0.3, 0.0, -0.2], [0.0, 0.0, -0.4], [0.2, 0.0, -0.1], [0.0, 0.1, -0.3], [0.2, -0.3, -0.4], [0.1, -0.4, 0.0], [0.0, -0.2, 0.4], [-0.2, 0.1, 0.0]],
  "orbital_gap_ev": [6.5, 5.2],
  "e_above_lowest_kcal_mol": 0.0,
  "s2": 8.791,
  "charge": 2,
  "spin_multiplicity": 6
}